C11H20NO8PPdS2Te | wB97M-V/def2-TZVPD

Calculated values
- Frontier orbital gap: 7.06 eV
- Net charge: 0
- LUMO energy: -0.895 eV
- Molar mass: 623.41 u
- HOMO energy: -0.2924 Eh

Atoms and positions in Å:
Pd 0.36020 -1.05277 -0.30705
O 0.76763 -4.94726 -0.98044
C 0.24666 -3.87632 -0.42438
O 0.10432 -2.85944 -1.10629
C -0.30793 -4.15080 0.95691
O -0.62173 -3.00818 1.68188
C 0.38398 -2.65591 2.63877
C 1.80118 -2.62454 2.03829
O 2.72189 -3.00103 2.74596
O 1.88029 -2.22227 0.82480
H 1.08480 -4.69501 -1.86481
H 0.38692 -4.82528 1.46593
H -1.23315 -4.71118 0.77113
H 0.37323 -3.35945 3.47455
H 0.10430 -1.66669 3.00481
S 3.02092 -0.32708 -1.59160
C 1.86821 -0.15205 -2.74369
N 1.01616 0.88653 -2.86872
C 0.17815 0.93913 -4.05107
C -0.01431 -0.51995 -4.44755
S 1.55503 -1.32483 -4.01749
H 1.19439 1.69043 -2.28688
H 0.66802 1.50537 -4.85032
H -0.77787 1.40645 -3.81345
H -0.22507 -0.63367 -5.50785
H -0.81554 -0.96988 -3.86083
C 0.06343 1.31797 3.49943
C -1.31501 1.18202 2.89840
O -1.46753 1.99647 1.69988
P -0.96077 1.42715 0.31502
O 0.46155 0.88077 0.40150
Te -2.17305 -0.42513 -0.52811
O -1.14104 2.67135 -0.63844
C -0.47538 3.92914 -0.31611
C -1.45985 4.90960 0.26907
H 0.06274 0.87446 4.49605
H 0.33258 2.36974 3.60039
H 0.81869 0.82111 2.89353
H -2.09033 1.54531 3.56968
H -1.55515 0.14845 2.63270
H -0.07185 4.28597 -1.26289
H 0.36306 3.73069 0.35465
H -2.31492 5.03120 -0.39515
H -0.98059 5.88237 0.38837
H -1.81727 4.57702 1.24145

Cartesian forces, eV/Å:
-0.7 0.1 0.7
0.0 0.0 0.0
-0.1 0.1 -0.2
0.2 -0.5 0.0
0.0 0.0 0.0
0.0 -0.1 0.0
0.0 -0.1 0.0
0.0 0.2 0.1
0.0 0.0 0.0
0.2 0.2 -0.3
0.0 0.0 0.0
0.0 0.0 0.1
0.0 0.0 0.0
0.0 0.0 0.0
0.1 0.0 0.0
0.1 -0.1 -0.1
-0.1 0.2 -0.1
0.2 0.0 0.0
0.0 0.0 0.0
-0.1 0.1 0.0
0.0 0.0 0.0
-0.1 0.0 0.0
0.0 0.0 0.0
0.0 0.0 0.0
0.0 0.0 0.0
0.0 0.0 0.0
0.0 0.0 0.0
-0.1 0.0 -0.1
0.3 0.1 0.1
-0.2 -0.5 -0.3
-0.1 0.2 0.1
0.2 0.1 -0.3
0.3 0.1 0.1
0.1 0.0 0.0
0.0 0.1 0.0
0.0 0.0 0.0
0.0 0.0 0.0
0.0 0.0 0.0
0.0 0.0 0.0
0.0 0.0 0.0
0.0 0.0 0.0
0.0 0.0 0.0
0.0 0.0 0.0
0.0 0.0 0.0
0.0 0.0 0.0



C11H20O4Si2 | wB97M-V/def2-TZVPD

Calculated values
- Frontier orbital gap: 9.57 eV
- Net charge: 0
- LUMO energy: 0.769 eV
- Molar mass: 272.45 u
- HOMO energy: -0.3234 Eh

Atoms and positions in Å:
Si 1.52279 -2.97719 -0.58517
O 0.91121 -1.59239 0.10292
Si 0.60595 -0.24976 -0.83884
C -0.67121 -0.59216 -2.19137
O -2.01047 -0.67590 -1.69106
C -2.38471 -1.94200 -1.29126
C -2.59287 -2.94648 -2.23294
C -3.02874 -4.20022 -1.83003
C -3.27059 -4.43670 -0.48183
C -3.08230 -3.42317 0.44874
C -2.64998 -2.16360 0.05005
H 2.03627 -3.84537 0.48978
H 2.62264 -2.68455 -1.52479
H 0.44185 -3.70142 -1.28832
H 0.12125 0.80225 0.06987
H 1.83806 0.18165 -1.53631
H -0.38333 -1.49886 -2.72850
H -0.64224 0.21350 -2.92171
H -2.43380 -2.69350 -3.26910
H -3.20167 -4.95951 -2.57315
H -3.62020 -5.41002 -0.17837
H -3.27055 -3.61548 1.49288
H -2.50605 -1.37438 0.76789
O 3.97955 2.65942 0.40085
C 3.15341 3.17188 1.10192
O 1.90159 2.67339 1.09704
C 0.88355 3.09334 2.00671
C 0.15875 4.32980 1.51688
C 3.46747 4.38388 1.94920
H 1.29296 3.22273 3.00974
H 0.19182 2.25365 2.05287
H 0.82762 5.18773 1.44497
H -0.65489 4.58584 2.19584
H -0.25768 4.15142 0.52553
H 3.35890 5.27430 1.33165
H 4.50209 4.31032 2.27368
H 2.84356 4.48758 2.83372

Cartesian forces, eV/Å:
-0.2 -0.3 0.6
0.2 0.0 -0.8
0.0 0.2 0.3
0.3 0.0 0.2
0.0 -0.2 0.0
-0.3 0.1 0.0
0.1 0.2 0.2
0.1 0.5 0.2
0.0 0.0 -0.2
0.0 0.0 -0.2
0.1 -0.4 -0.1
0.0 0.0 0.0
0.0 0.1 -0.1
0.0 0.0 -0.1
-0.1 0.0 0.0
0.0 -0.1 0.0
-0.1 -0.1 -0.1
0.0 0.2 -0.1
0.0 -0.1 -0.2
0.0 -0.2 -0.1
0.0 -0.1 0.2
-0.1 0.0 0.1
0.0 0.2 0.1
0.0 0.0 -0.1
0.1 0.1 0.1
0.0 -0.2 -0.1
-0.2 0.1 0.1
0.1 0.0 -0.1
0.0 -0.1 0.3
0.0 0.0 0.0
0.0 0.0 0.0
0.0 0.0 0.1
0.0 0.0 0.0
0.0 0.0 0.0
0.0 0.0 0.0
0.0 0.0 -0.1
-0.1 0.1 -0.1



C11H20OSi | wB97M-V/def2-TZVPD

Calculated values
- Frontier orbital gap (alpha / beta): 7.64 / 7.96 eV
- Net charge: 0
- LUMO energy (alpha / beta): 0.530 / 0.715 eV
- Molar mass: 196.37 u
- HOMO energy (alpha / beta): -0.2614 / -0.2662 Eh

Atoms and positions in Å:
C 0.56183 0.46508 -0.71340
C 0.19907 -0.50356 0.05899
C 1.93947 0.87645 -1.10140
C 1.87320 1.90344 -2.26442
C 0.49062 2.51481 -2.03135
C -1.57910 1.72606 -0.69887
C -0.42719 1.28502 -1.57842
C -2.53817 0.67659 -0.28334
C 0.52885 -0.93024 3.10595
C 1.64806 -2.94128 1.08384
C -1.68129 -2.47449 1.52487
O -3.24415 -0.03025 -1.23892
Si 0.14458 -1.71753 1.47458
H 2.31222 1.37474 -0.28623
H 2.66342 0.07212 -1.24373
H 2.77307 2.67446 -2.18603
H 1.78247 1.28530 -3.09737
H 0.49137 3.30758 -1.18073
H 0.17054 2.97561 -3.00372
H -1.07774 2.18341 0.20960
H -2.07877 2.64843 -1.11384
H -0.69530 0.61735 -2.41135
H -3.07025 0.79745 0.64748
H 1.50394 -0.34960 3.27688
H -0.11030 -0.23668 3.63474
H 0.65950 -1.73893 3.80633
H 2.02074 -2.47955 0.11618
H 2.41999 -2.62909 1.77849
H 1.51337 -4.05242 1.07056
H -2.20557 -1.59370 1.42269
H -1.96470 -3.19883 0.82377
H -1.92128 -2.73714 2.59198
H -3.10250 0.22940 -2.19382

Cartesian forces, eV/Å:
-0.6 -0.4 -1.7
-0.7 -0.5 1.6
0.9 -0.2 -1.1
0.7 1.0 3.1
-0.8 0.6 -0.1
0.1 1.6 0.7
1.3 1.1 0.3
0.4 0.0 -1.0
1.8 1.4 1.3
-0.7 1.2 -0.7
2.9 0.3 2.9
0.0 0.4 -0.7
-0.2 -1.2 -1.5
1.1 1.4 2.3
-0.3 -0.2 -0.3
-1.9 -1.8 -0.7
0.5 -0.4 -2.2
0.0 -1.3 -1.5
-0.2 -0.1 1.1
-0.7 -0.8 -0.7
0.0 -0.9 -0.2
-0.1 0.5 0.0
-0.1 -0.3 0.0
-0.9 -1.0 -1.1
-1.0 0.0 -0.4
-0.1 -0.7 0.4
-0.5 -1.2 0.7
0.2 -0.4 0.4
0.1 1.1 -0.1
-1.6 1.9 -0.8
-0.3 -1.0 -0.9
0.3 -0.4 -1.0
0.3 -0.1 1.8



C11H21BCaNO8PRbS2 | wB97M-V/def2-TZVPD

Calculated values
- Frontier orbital gap: 1.17 eV
- Net charge: +1
- LUMO energy: -7.049 eV
- Molar mass: 526.75 u
- HOMO energy: -0.3021 Eh

Atoms and positions in Å:
C -1.45118 -1.64856 0.60972
P -1.91087 0.08100 -0.02760
C -0.50115 0.89987 -1.00911
B -2.63255 1.19866 1.34907
C -4.25500 1.33094 1.54012
C -5.04681 -0.03804 1.58575
C -5.27695 -0.73102 0.19377
S -7.02089 -0.76830 -0.34333
O -7.92606 -1.18489 0.68580
O -7.05836 -1.61600 -1.51477
O -7.33125 0.75681 -0.88232
N -1.75581 2.01985 2.27914
C -1.72382 3.14012 1.84966
S -1.63850 4.48678 0.97518
H -1.35041 -1.60026 1.74244
H -2.33834 -2.30869 0.40615
H -0.56003 -2.13818 0.10031
H -0.12882 0.12488 -1.78368
H 0.34640 1.27932 -0.40041
H -0.97182 1.74273 -1.63654
H -4.65595 2.06302 0.79462
H -4.39771 1.81112 2.54598
H -6.06223 0.19886 2.00644
H -4.49772 -0.69856 2.30494
H -4.85101 -1.76500 0.24561
H -4.71252 -0.21780 -0.62518
H -6.56682 1.01284 -1.43819
Rb -1.08841 -1.16342 -2.50132
O 2.49533 -1.07599 -0.97058
C 3.60038 -0.65037 -0.71251
O 3.82491 -0.07619 0.47058
C 5.12961 0.29571 0.95021
C 5.53490 1.66029 0.43424
C 4.70162 -0.67829 -1.73579
H 5.86453 -0.47635 0.71684
H 5.05285 0.32992 2.03705
H 5.60736 1.67369 -0.65419
H 6.49953 1.95557 0.84789
H 4.78864 2.40725 0.71144
H 4.59011 0.17540 -2.40540
H 4.61401 -1.59985 -2.31243
H 5.70031 -0.67953 -1.30947
C 8.19425 -1.92071 -1.97580
O 7.86068 -1.04364 -1.18665
O 9.33331 -2.43126 -2.04909
O 7.45011 -2.44582 -2.83378
Ca -3.47785 -1.68795 2.92517

Cartesian forces, eV/Å:
0.4 -0.5 0.4
-0.8 0.5 -0.7
0.9 0.2 -0.4
-0.5 -1.1 1.7
0.8 -0.1 0.7
-1.0 1.7 -0.7
0.8 0.5 0.6
-0.8 -2.0 -2.0
0.8 1.6 0.3
0.8 0.9 0.5
0.9 -1.0 1.3
-0.6 -0.2 -0.5
0.6 1.6 -1.6
-0.1 -0.9 1.2
0.7 -0.2 -1.5
0.7 0.6 0.1
-0.6 0.6 0.8
1.7 4.7 3.6
-0.5 -0.2 -0.5
0.6 -1.1 1.2
-0.1 -0.8 0.4
0.1 -0.3 -0.9
0.9 -0.6 0.0
-4.6 4.2 -3.1
-1.0 0.5 -0.4
-0.4 -0.4 0.8
-0.6 -0.1 0.1
-2.2 -4.7 -3.6
-0.3 0.1 0.2
0.2 0.2 -0.3
-0.5 -0.3 0.3
0.4 0.3 0.0
-0.1 0.1 -0.2
0.3 -0.5 0.1
-0.1 0.0 -0.1
-0.3 -0.1 -0.1
0.1 0.0 0.0
0.0 0.0 0.0
0.1 0.0 0.1
0.0 0.0 0.0
-0.2 0.1 -0.1
-0.1 0.3 0.0
-0.1 0.4 0.3
0.1 0.0 0.0
0.1 -0.2 -0.1
0.1 -0.2 -0.2
3.6 -3.4 2.7